Computed, not measured: 2 unconnected molecules or ions with the total composition C3H12NO3, with the ωB97M-V functional and the def2-TZVPD basis.

Atoms and positions in Å:
C 0.4032 0.1639 1.4691
O 1.6841 0.5652 1.8120
C 0.6027 -0.7170 0.1710
C -0.6861 -1.0853 -0.5532
O -0.3099 -1.3492 -1.8312
N 1.3907 0.2581 -0.8189
H -0.1704 1.1115 1.2398
H -0.1171 -0.4407 2.2674
H 2.1929 0.0210 2.4776
H 1.1320 -1.6293 0.3026
H -1.0459 -2.0530 -0.0028
H -1.5540 -0.3073 -0.5313
H -1.1124 -1.4795 -2.4590
H 0.7347 0.5734 -1.5715
H 1.7552 1.0546 -0.2122
H 2.2296 -0.2142 -1.3040
H -2.5586 1.9311 -0.9322
H -2.4955 1.9280 0.6425
O -2.0752 1.6687 -0.1656

Properties
Spin multiplicity: 1
Frontier orbital gap in eV: 11.1527
Charge: +1
M in Da: 110.13
HOMO in eV: -14.25

=====

Computed, not measured: a molecular structure, C13H37N3O7, with the ωB97M-V functional and the def2-TZVPD basis.

Atoms and positions in Å:
O -0.5356 -1.0914 -0.1195
H -0.2679 -0.8944 -1.0046
H -0.6238 -2.1086 0.0468
H 0.2907 -0.6065 0.4614
C 0.0632 -0.5143 -2.9880
O -1.1429 -0.3597 -2.6828
O 0.4680 -0.3244 -4.2238
O 0.9529 -0.8061 -2.0941
H -0.2017 0.0503 -4.8271
C -4.3437 3.3378 -1.1296
C -3.5586 2.3483 -1.9717
C -2.3238 3.0550 -2.6891
O -1.4000 3.5054 -1.5697
C -0.0906 3.8188 -2.1688
N -3.0698 1.3322 -1.0968
H -5.1202 2.8077 -0.6683
H -4.6502 4.2892 -1.6356
H -3.7728 3.6769 -0.3250
H -4.2591 1.9819 -2.8480
H -2.7430 4.0573 -2.9485
H -1.7324 2.3913 -3.4356
H 0.4964 4.2907 -1.3347
H -0.1439 4.6886 -2.9047
H 0.3655 2.8408 -2.4739
H -2.3837 1.7365 -0.5166
H -2.6754 0.5783 -1.5788
C 1.3862 1.6372 0.1366
C 2.3517 0.8234 1.0707
C 2.0728 1.0269 2.5194
O 2.4300 2.4057 2.8175
C 2.4501 2.8445 4.1247
N 2.2391 -0.5943 0.7632
H 1.8144 2.7335 0.2199
H 0.2706 1.6403 0.4482
H 1.4650 1.3455 -0.9047
H 3.3576 1.1396 0.8534
H 2.6475 0.2645 3.3030
H 1.0279 0.9263 2.8392
H 3.2720 2.5050 4.7894
H 1.4419 2.4689 4.3964
H 2.6486 3.8318 4.2481
H 2.9979 -1.0675 1.1726
H 2.4799 -0.6058 -0.2705
C 1.2752 -3.8610 -0.9029
C 0.0932 -4.5605 -0.0359
C 0.2234 -4.4819 1.4740
O 0.3966 -3.1142 2.0153
C 0.7156 -3.1597 3.4327
N -0.9865 -3.7035 -0.3853
H 1.6241 -2.9228 -0.5044
H 0.9608 -3.9579 -2.2020
H 2.0272 -4.6652 -0.8621
H -0.0784 -5.4576 -0.3887
H 1.0927 -5.1429 1.7750
H -0.5324 -4.9061 2.0641
H 1.7145 -3.4065 3.7992
H 0.0439 -3.6412 4.1300
H 0.8370 -2.1988 3.8228
H -1.8547 -3.9338 0.2017
H -1.5031 -4.2936 -1.2334

Properties
Spin multiplicity: 1
Frontier orbital gap in eV: 8.4158
Charge: 0
M in Da: 347.45
HOMO in eV: -8.02

=====

Computed, not measured: a molecular structure, C15H29BBr2CaCl2F3LiN2NaO4S, with the ωB97M-V functional and the def2-TZVPD basis.

Atoms and positions in Å:
C 0.7454 2.1997 -1.6845
C 0.3041 1.0654 -0.6494
C 0.4781 -0.3586 -1.2950
C 0.3754 -1.5457 -0.2291
B -0.4666 -0.6919 -2.5864
Br 0.4351 -0.1404 -4.3587
C -1.9674 -0.0660 -2.5626
C -2.7745 -0.2144 -1.2359
C -3.5162 1.0845 -0.7025
N -2.9533 -1.2826 -0.5422
H -0.1338 2.5833 -2.2461
H 1.5279 1.7501 -2.3432
H 1.2521 2.9927 -1.0768
H 1.0691 1.1373 0.1923
H -0.6959 1.2572 -0.2038
H 1.5566 -0.4042 -1.6616
H 1.4284 -1.6342 0.2232
H 0.1783 -2.5245 -0.7292
H -0.3242 -1.3196 0.6069
H -0.5682 -1.8863 -2.6666
H -2.5913 -0.4671 -3.4101
H -1.8802 1.0410 -2.7826
H -3.8567 1.6113 -1.6332
H -2.8536 1.7273 -0.0531
H -4.4635 0.7808 -0.1863
H -2.4501 -2.0316 -1.0367
Li 1.4798 1.6073 -6.1744
Na -2.0540 2.7442 1.0177
N 2.5713 -4.4808 3.9763
C 3.1326 -3.2505 3.8510
C 2.1827 -2.4142 3.3021
C 1.0048 -3.1799 3.0953
C 1.2761 -4.4503 3.5251
H 3.0370 -5.2938 4.3461
H 4.1508 -3.0701 4.1583
H 2.3211 -1.3649 3.0779
H 0.0691 -2.8387 2.6819
H 0.6624 -5.3356 3.5485
C -7.0289 3.6710 -0.7367
F -8.2648 4.0614 -1.0619
F -7.1310 3.0273 0.4418
F -6.6725 2.7402 -1.6449
S -5.8346 5.0860 -0.6688
O -6.3661 5.9734 0.3512
O -5.8484 5.6488 -2.0072
O -4.5630 4.4634 -0.3047
Ca 3.2977 -1.2249 0.7255
C 7.2530 -4.0706 -1.4723
C 7.7324 -3.9448 -0.0546
O 6.7076 -3.2402 0.6279
H 7.0871 -3.0825 -1.9106
H 7.9619 -4.6171 -2.1001
H 6.2703 -4.5837 -1.4490
H 8.6722 -3.3937 0.0104
H 7.8809 -4.9198 0.4191
H 5.9096 -3.7767 0.5312
Br 4.2119 -4.7345 -1.5567
C -3.8871 6.8793 3.3428
Cl -2.3149 6.7321 2.5398
Cl -4.7880 5.3643 3.2745
H -3.7252 7.1466 4.3830
H -4.4641 7.6540 2.8454

Properties
Spin multiplicity: 1
Frontier orbital gap in eV: 3.8195
Charge: +1
M in Da: 702.00
HOMO in eV: -9.85

=====

Computed, not measured: a molecular structure, C17H9BrNO5V, with the ωB97M-V functional and the def2-TZVPD basis.

Atoms and positions in Å:
V -0.3718 0.2337 0.9881
O -1.4890 -5.3038 -0.9855
C -1.2337 -4.0503 -0.6210
C -1.6867 -2.9364 -1.3430
C -1.3552 -1.7006 -0.8615
N -0.6249 -1.5646 0.2446
C -0.2293 -2.6164 0.9687
C -0.5068 -3.8906 0.5705
C 0.4291 -2.1307 2.2441
O 0.9683 -2.7791 3.0630
O 0.2759 -0.7533 2.2656
C -1.8096 -0.3378 -1.3427
O -2.4609 -0.1027 -2.2947
O -1.3413 0.5813 -0.4268
H -2.0190 -5.3464 -1.7978
H -2.2909 -3.0336 -2.2368
H -0.2023 -4.7497 1.1527
Br -0.3763 2.5495 1.9952
C 1.1534 3.0998 0.9745
C 1.5300 4.3954 1.0593
C 2.6881 4.7926 0.3495
C 3.3947 3.8787 -0.3713
C 2.9893 2.5200 -0.4384
C 3.7454 1.5527 -1.1462
C 3.3590 0.2474 -1.1758
C 2.1691 -0.1579 -0.5258
C 1.3958 0.7427 0.1543
C 1.8180 2.1027 0.2335
H 0.9753 5.1068 1.6555
H 3.0068 5.8246 0.3979
H 4.2892 4.1787 -0.9030
H 4.6470 1.8705 -1.6555
H 3.9549 -0.4855 -1.7031
H 1.8817 -1.2000 -0.5930

Properties
Spin multiplicity: 2
Frontier orbital gap (spin up / spin down) in eV: 6.9704 / 7.1779
Charge: +1
M in Da: 438.11
HOMO (spin up / spin down) in eV: -11.71 / -11.74